{"formula": "C51H117F3N12O29S", "method": "wB97M-V/def2-TZVPD", "homo_lumo_gap_ev": 6.17, "charge": 4, "homo_energy_ha": -0.523, "energy_ev": -151004.271, "mol_weight_da": 1451.6, "species": ["C", "F", "F", "F", "S", "O", "O", "O", "C", "C", "O", "N", "H", "H", "C", "H", "H", "H", "H", "H", "H", "C", "C", "O", "N", "H", "H", "C", "H", "H", "H", "H", "H", "H", "C", "C", "O", "N", "H", "H", "C", "H", "H", "H", "H", "H", "H", "C", "C", "O", "N", "H", "H", "C", "H", "H", "H", "H", "H", "H", "C", "C", "O", "N", "H", "H", "C", "H", "H", "H", "H", "H", "H", "C", "C", "O", "N", "H", "H", "C", "H", "H", "H", "H", "H", "H", "C", "C", "O", "N", "H", "H", "C", "H", "H", "H", "H", "H", "H", "C", "C", "O", "N", "H", "H", "C", "H", "H", "H", "H", "H", "H", "C", "C", "O", "N", "H", "H", "C", "H", "H", "H", "H", "H", "H", "C", "C", "O", "N", "H", "H", "C", "H", "H", "H", "H", "H", "H", "C", "C", "O", "N", "H", "H", "C", "H", "H", "H", "H", "H", "H", "C", "C", "O", "N", "H", "H", "C", "H", "H", "H", "H", "H", "H", "C", "C", "O", "O", "H", "H", "H", "C", "C", "O", "O", "H", "H", "H", "C", "C", "O", "O", "H", "H", "H", "C", "C", "O", "O", "H", "H", "H", "C", "C", "O", "O", "H", "H", "H", "C", "C", "O", "O", "H", "H", "H", "C", "C", "O", "O", "H", "H", "H"], "positions_angstrom": [[1.21302, -0.13735, 0.04953], [1.72649, -0.87768, -0.98846], [2.11309, 0.86426, 0.18247], [0.07996, 0.41368, -0.34555], [1.05030, -1.13423, 1.60464], [-0.10202, -0.57315, 2.29178], [0.99099, -2.49836, 1.17555], [2.36242, -0.79347, 2.17861], [-10.89057, -3.06802, -3.86350], [-9.40268, -3.32354, -4.01104], [-8.61282, -2.80767, -3.28003], [-9.08388, -4.08124, -5.12275], [-4.00875, -2.55442, -1.18278], [-8.08769, -4.09724, -5.35408], [-9.95759, -4.28294, -6.21951], [-10.99950, -2.06468, -4.21787], [-11.06785, -2.80741, -2.81063], [-11.60714, -3.73721, -4.33253], [-9.45754, -4.76522, -7.06698], [-10.29912, -3.33824, -6.63731], [-10.73964, -4.95159, -5.98881], [8.43983, 0.80095, 0.68479], [7.10184, 0.30322, 0.19805], [6.87427, 0.28025, -1.03853], [6.16790, -0.25402, 1.02173], [6.41473, -0.33732, 2.00524], [6.90556, 2.19079, -1.24831], [4.90869, -0.82037, 0.60859], [9.23972, 0.09239, 0.39962], [8.39504, 0.99233, 1.76826], [8.68224, 1.74095, 0.12862], [5.10049, -1.88335, 0.51924], [4.60714, -0.34889, -0.36024], [4.20061, -0.61120, 1.37395], [5.93381, 3.10875, -5.55723], [5.15943, 2.38402, -4.51261], [4.25536, 2.77419, -3.81627], [5.44626, 0.92804, -4.51052], [4.98161, 0.55687, -5.37414], [6.43191, 0.76480, -4.65589], [5.00446, 0.31364, -3.25158], [6.32066, 4.07217, -5.14332], [5.31310, 3.35727, -6.42508], [6.75931, 2.54031, -5.89381], [5.59551, -0.57181, -3.06694], [3.93349, 0.15182, -3.36607], [5.36342, 0.92168, -2.48612], [4.22397, -4.12266, -3.73611], [2.68045, -4.18521, -3.59698], [2.04159, -5.22352, -3.55091], [2.01849, -3.02585, -3.32688], [8.35362, 0.10192, -1.92494], [2.53286, -2.26298, -2.96457], [0.59421, -3.08752, -2.94947], [4.71361, -4.69458, -2.92322], [4.60473, -3.13360, -3.87381], [4.51495, -4.53829, -4.64497], [0.07800, -3.26409, -3.85909], [0.31512, -2.10484, -2.65293], [0.40872, -3.82295, -2.20667], [3.16159, -0.99158, -7.67320], [2.90472, 0.48005, -7.41795], [3.64883, 1.04944, -6.59319], [1.95570, 1.01189, -8.20170], [0.31677, 8.46975, -2.83579], [1.54148, 0.37155, -8.78655], [1.84515, 2.44043, -8.26848], [3.72782, -1.30895, -6.85518], [3.84900, -1.02873, -8.57430], [2.31473, -1.67190, -7.91851], [2.79780, 2.87681, -7.96453], [1.08004, 2.78229, -7.60014], [1.65767, 2.79090, -9.28728], [-2.72088, -5.41492, 8.49850], [-2.42428, -4.52897, 7.25224], [-3.20330, -3.62355, 6.87783], [-1.22636, -4.68285, 6.58153], [2.68465, -7.76401, 2.12120], [-0.74897, -5.58108, 6.78378], [-0.96327, -3.97447, 5.34598], [-3.77523, -5.26463, 8.72077], [-2.07531, -4.99085, 9.27906], [-2.45126, -6.52469, 8.42809], [-1.25399, -2.87316, 5.36650], [-1.56931, -4.33483, 4.43911], [0.12145, -3.99616, 5.14048], [-0.17543, 6.99420, -0.01263], [0.70761, 6.12629, -0.95664], [0.73961, 6.28734, -2.16564], [1.45790, 5.19492, -0.26860], [-4.46604, 2.12412, 1.86368], [1.96749, 4.62461, -0.89520], [1.98092, 5.47951, 1.12123], [-0.45699, 6.43064, 0.85755], [-1.04705, 7.30710, -0.58115], [0.38697, 7.88619, 0.26660], [1.23088, 5.08079, 1.81953], [2.19434, 6.52505, 1.30283], [2.91159, 4.90215, 1.20982], [2.06026, -9.92078, -2.93133], [1.92789, -9.21057, -1.65016], [1.85964, -9.75192, -0.63749], [1.58578, -7.58670, -1.72205], [1.94754, -7.09547, -0.88568], [2.10310, -7.07316, -2.42731], [0.15105, -7.44256, -2.08116], [2.33756, -9.30723, -3.78123], [1.15436, -10.53113, -3.21274], [2.77905, -10.74605, -2.67757], [-0.34145, -8.34339, -1.80231], [-0.01135, -7.22307, -3.09207], [-0.18693, -6.54333, -1.55071], [-0.56777, 0.95205, 6.83703], [-1.44423, 1.05307, 5.65128], [-2.69345, 1.10872, 5.81082], [-0.95747, 1.14705, 4.39238], [0.54155, 4.38447, 8.23244], [0.03004, 1.13858, 4.26632], [-1.84270, 1.43089, 3.30563], [-1.18332, 1.14115, 7.68356], [0.27551, 1.64559, 6.78561], [-0.06941, -0.07734, 6.91833], [-2.55352, 0.63459, 3.14342], [-1.24324, 1.54053, 2.35524], [-2.44458, 2.37476, 3.42743], [-5.00756, -1.02167, 8.29174], [-5.25588, -0.83733, 6.85371], [-6.14735, -0.39500, 6.24640], [-4.05315, -1.17001, 5.98555], [-3.44308, -0.31448, 5.80101], [-3.42679, -1.89708, 6.42173], [-4.38925, -1.74920, 4.65010], [-5.01555, -2.08364, 8.44205], [-5.80465, -0.58412, 8.88522], [-3.97342, -0.62785, 8.53965], [-4.85267, -2.76054, 4.82941], [-3.52508, -1.86996, 4.02241], [-5.00661, -1.06987, 4.03792], [-3.84295, 4.68062, -0.84166], [-3.75818, 3.12200, -0.75647], [-4.74823, 2.47978, -1.09872], [-2.68277, 2.56636, -0.16431], [-2.66026, 1.60899, -0.34899], [-0.36747, 11.34767, -3.71597], [-1.41562, 3.11669, 0.25867], [-3.12360, 5.08691, -1.50244], [-3.72365, 5.20627, 0.07189], [-4.82734, 4.90934, -1.26191], [-1.51957, 3.83337, 1.07188], [-0.79870, 3.50867, -0.53534], [-0.92417, 2.20732, 0.57638], [-8.11040, -0.06414, -1.07442], [-7.38363, 1.15797, -1.43198], [-6.94258, 1.50642, -2.45147], [-7.20311, 2.17545, -0.33204], [-7.02109, 1.75924, 0.66428], [-6.43350, 2.77386, -0.59827], [-8.30235, 3.08705, -0.06574], [-7.38952, -0.87986, -0.85809], [-8.62900, -0.28049, -1.97396], [-8.70059, 0.04392, -0.23370], [-7.88254, 4.06081, 0.41130], [-9.01083, 2.59544, 0.61626], [-8.93050, 3.30060, -0.96339], [3.36176, 3.65676, 9.72091], [2.12057, 3.60770, 8.85223], [1.91376, 2.62619, 8.11089], [1.24333, 4.63139, 8.89405], [4.02175, 4.53384, 9.68667], [3.88825, 2.72585, 9.46933], [3.10250, 3.56819, 10.73795], [3.55792, -4.87210, 1.31748], [2.73687, -6.07563, 1.51269], [3.16877, -6.91777, 2.45037], [1.85148, -6.42582, 0.78232], [4.64302, -4.98648, 1.66968], [3.13439, -4.03117, 1.86412], [3.53346, -4.67947, 0.24536], [6.38082, 5.15786, -0.29293], [6.06222, 3.79783, -0.74408], [4.93758, 3.27210, -0.68150], [7.16589, 3.17207, -1.15481], [6.64494, 5.07008, 0.74645], [5.49134, 5.74785, -0.45436], [7.17858, 5.64410, -0.88223], [10.32380, -0.01763, -4.43679], [9.06978, 0.35720, -3.71680], [8.04966, 0.72164, -4.28589], [9.19070, 0.14577, -2.41248], [10.46301, -1.10598, -4.36934], [11.10957, 0.37657, -3.84556], [10.17572, 0.32737, -5.47680], [-4.20485, -5.21447, 0.57261], [-4.15704, -3.73389, 0.22080], [-4.44904, -2.85542, 1.00032], [-3.91605, -3.47477, -1.10336], [-3.39933, -5.77589, 0.11902], [-5.17558, -5.58815, 0.22020], [-4.11735, -5.33022, 1.63045], [2.33052, 10.14386, -2.93602], [0.97591, 10.13765, -3.42259], [0.54740, 11.25937, -3.89793], [0.14619, 9.12912, -3.47874], [2.45771, 9.28872, -2.33231], [2.47838, 10.98585, -2.40574], [3.07355, 10.00348, -3.72508], [-6.23364, 2.50217, 4.53053], [-5.90171, 2.25930, 3.08042], [-6.74527, 1.96101, 2.23735], [-4.59238, 2.23907, 2.83098], [-5.35564, 3.00797, 5.00596], [-6.56731, 1.59063, 5.01705], [-7.15988, 3.05981, 4.43147]], "forces_ev_per_a": [[1.6, 0.1, -0.6], [-0.6, 0.1, 0.5], [-0.6, -0.1, 0.2], [-0.8, 0.1, -0.5], [2.2, 0.8, 1.2], [0.4, -0.3, -0.6], [-0.8, -0.6, -0.4], [-1.5, -0.2, 0.2], [0.5, 0.6, 1.2], [-2.1, -1.1, -2.3], [1.7, 0.5, 1.3], [2.0, 0.4, 1.3], [-0.2, 2.3, -0.4], [-0.5, 0.0, 0.4], [0.3, 0.2, -1.7], [-0.3, 0.7, -1.1], [-0.2, -1.0, 0.0], [0.2, 0.0, 0.3], [0.4, 0.0, 0.4], [-0.5, 0.1, 0.1], [-1.2, -0.5, 0.3], [-0.2, 0.7, 0.1], [-1.1, -1.8, -0.1], [0.2, 0.5, 0.2], [2.5, 1.6, 0.2], [-0.1, 0.2, -0.4], [0.6, 1.3, -0.1], [0.7, 0.4, -1.2], [-0.5, 0.1, 0.4], [0.4, -0.1, -0.4], [-0.3, -0.7, 0.6], [-0.6, -0.4, -0.3], [0.2, -0.6, 0.9], [-0.7, 0.0, 0.3], [-0.1, 1.8, 0.6], [-2.0, 0.7, -0.2], [1.6, -0.3, -0.8], [-0.6, -0.2, -0.7], [-0.4, 0.3, 0.4], [1.1, 0.1, 0.3], [-0.2, -1.3, -1.4], [-0.4, -0.7, -0.3], [-0.2, -0.2, 0.3], [0.9, -0.6, -0.3], [-0.2, -0.7, -0.4], [0.1, 0.0, 0.8], [-0.4, 1.3, 1.4], [-1.3, -0.1, 1.0], [0.5, 0.9, 1.4], [0.2, -1.2, -0.5], [-0.1, -0.8, -0.1], [-1.0, 0.5, 0.2], [0.6, 0.7, 0.1], [1.5, 0.7, -1.1], [-0.3, 0.5, -0.4], [0.1, 0.9, 0.7], [0.2, -1.4, -1.6], [-0.9, -0.6, -0.6], [-0.2, 0.6, 0.6], [-0.2, -0.6, 0.6], [-0.1, 0.2, -2.3], [0.5, -1.4, 0.0], [-1.0, 0.3, -0.8], [2.3, 1.4, 2.4], [0.7, -2.4, 1.2], [-1.3, -1.1, -1.7], [0.1, 0.6, -0.7], [0.7, -1.0, 1.2], [-0.7, 0.0, 0.9], [0.4, 0.7, 0.4], [-0.1, -0.1, 0.1], [-0.5, 0.4, 0.2], [-0.2, -0.2, 0.2], [0.9, -0.2, -1.0], [0.3, 0.4, -0.8], [0.6, -1.0, 0.8], [-1.2, -1.1, 1.1], [1.0, 1.4, 1.5], [-0.2, 1.2, -0.4], [-0.4, 1.1, -1.5], [0.2, -0.2, 0.2], [-0.4, -0.1, 0.1], [-0.4, 1.6, -0.3], [0.4, -1.4, 0.6], [1.0, 0.0, 1.3], [-0.6, -0.2, -0.1], [0.7, -0.3, -1.5], [0.1, 0.3, 2.2], [-0.2, 0.2, -0.3], [-0.8, 1.9, 0.1], [0.1, -0.1, 0.4], [1.1, -0.7, -0.3], [-0.5, -1.6, -1.1], [-0.2, 0.0, 0.4], [-0.1, 0.0, 0.1], [0.0, 0.0, 0.2], [0.5, 0.3, 0.1], [-0.1, 0.2, -0.1], [-0.4, 0.2, 0.1], [0.2, -1.5, -0.8], [-1.1, 1.4, -2.0], [0.1, 0.0, 2.8], [1.4, -1.3, -0.8], [-1.2, -0.4, 0.7], [0.4, -0.1, -0.9], [0.2, 1.3, 2.0], [0.3, -0.1, 0.0], [0.5, 1.0, 0.6], [-0.2, 0.9, -0.7], [-0.7, -0.4, 0.4], [0.3, 0.0, -1.6], [-0.3, -0.6, 0.2], [1.8, -1.5, -0.6], [-1.2, 0.4, -1.2], [0.6, -0.3, -0.1], [-0.5, 0.2, 1.8], [0.8, 0.3, 0.9], [0.5, -0.2, -0.3], [0.2, 1.3, -1.8], [-0.2, 0.1, 0.8], [-0.2, 0.0, 0.2], [-0.9, 1.3, -0.1], [-0.2, -0.3, 0.0], [-0.6, -0.3, 1.4], [0.8, -0.9, 0.3], [0.8, 0.6, 0.2], [2.2, 0.3, -0.5], [-2.2, 0.6, -0.4], [1.5, -1.2, -0.6], [-0.6, 0.2, 0.6], [-0.6, 0.4, 0.0], [-1.3, -0.7, -0.2], [0.2, -0.8, 0.3], [0.1, 0.2, 0.0], [-1.3, -0.4, -0.1], [0.3, 1.2, -0.4], [0.8, -0.2, 0.3], [-0.2, -0.4, 0.8], [-0.9, -1.6, -0.6], [-0.6, 2.6, 0.7], [1.0, -0.3, 0.1], [-0.8, 1.0, -0.6], [0.0, -1.9, 0.0], [-2.3, 0.3, -0.5], [0.0, -0.4, 0.0], [1.0, 0.2, -0.9], [0.1, 0.1, 1.2], [0.2, 0.0, 0.1], [0.0, -0.1, 0.0], [-0.1, 0.4, -0.4], [0.6, 0.4, 0.5], [2.0, -0.6, -1.0], [-0.1, 0.8, 1.7], [0.5, 0.0, -2.2], [-0.2, -0.8, 2.1], [0.4, 0.6, -1.7], [1.0, -0.4, -0.4], [-2.0, 1.7, 0.5], [-0.3, 0.4, -0.3], [-0.8, -0.9, -0.6], [-1.5, 0.3, 1.6], [-0.9, -1.8, -0.9], [0.3, 0.4, 0.1], [1.0, 0.1, 0.4], [0.2, -0.4, -1.0], [0.0, -1.7, -1.5], [0.2, 2.1, 1.4], [-0.1, -0.7, -0.6], [-0.5, -0.1, -0.5], [0.1, 0.6, 0.0], [-0.7, -0.1, 1.4], [1.7, 0.7, 0.5], [1.8, -0.5, 0.6], [-1.2, -1.9, -0.9], [-1.4, -0.1, -1.2], [-1.7, -0.1, -0.5], [-0.2, 0.2, -0.2], [0.0, 0.4, 0.1], [-0.1, 1.1, -1.0], [-1.8, -1.2, 0.0], [2.4, 0.9, -0.2], [-0.9, -2.1, -0.2], [0.2, 0.4, 0.5], [-0.3, 0.3, 0.5], [-0.1, -0.5, 0.5], [-1.4, -0.1, -0.6], [0.1, -1.0, 0.1], [0.3, 0.0, 0.5], [0.6, -0.1, -0.6], [-0.3, 0.2, -0.2], [1.2, 0.7, -0.1], [0.8, -0.2, 0.6], [0.0, 0.7, -0.8], [-0.7, -0.3, -0.1], [0.4, -0.1, -0.4], [0.3, -2.5, 1.3], [0.0, -0.1, -0.4], [0.3, 0.0, 0.1], [-0.2, 0.1, 0.7], [0.0, -3.0, -1.5], [-1.4, -0.1, -1.4], [1.9, -0.7, 0.6], [0.3, 3.2, -0.7], [0.3, -1.1, 1.0], [0.8, 3.0, 1.6], [-0.2, 0.4, -0.3], [0.5, 0.7, -1.0], [-0.5, -1.6, 0.5], [0.7, 0.5, 0.7], [-0.5, 0.5, -0.9], [-1.2, -0.4, 0.0], [0.5, -0.3, 0.0], [0.1, 0.7, 0.6]], "lowdin_charge": [-0.6190, 0.0688, 0.0978, 0.1173, 0.4749, -0.3221, -0.3093, -0.3499, -0.0012, -0.5580, 0.0387, -0.0012, 0.0778, 0.1429, -0.1140, 0.0798, 0.0898, 0.0801, 0.0963, 0.0953, 0.0712, 0.0267, -0.4566, -0.0777, 0.0417, 0.1549, 0.1036, -0.0342, 0.1070, 0.0954, 0.0969, 0.0920, 0.0966, 0.0443, 0.0377, -0.4035, 0.1503, 0.0570, 0.1501, 0.0807, -0.0002, 0.1216, 0.1013, 0.0696, 0.0956, 0.1129, 0.0433, 0.0289, -0.4954, 0.0123, 0.0295, 0.0581, 0.0942, -0.0354, 0.0989, 0.0503, 0.0573, 0.0806, 0.0668, 0.0749, 0.0097, -0.4940, -0.0057, 0.0437, 0.0949, 0.1155, -0.0441, 0.0407, 0.1219, 0.1015, 0.0832, 0.0833, 0.1014, 0.0158, -0.4512, -0.0350, 0.0010, 0.1801, 0.1573, -0.0885, 0.0774, 0.0889, 0.1110, 0.0831, 0.1073, 0.0878, -0.0008, -0.5317, 0.0238, 0.0285, 0.1247, 0.1154, -0.0345, 0.0614, 0.0763, 0.0826, 0.0815, 0.0803, 0.0875, 0.0193, -0.3748, 0.2151, 0.0872, 0.1095, 0.1129, 0.0046, 0.0908, 0.1338, 0.1289, 0.0953, 0.0831, 0.1090, 0.0160, -0.4818, -0.0362, 0.0468, 0.1413, 0.1370, -0.1019, 0.0779, 0.0615, 0.1275, 0.0736, 0.0674, 0.0934, 0.0444, -0.4142, 0.1724, 0.0490, 0.1062, 0.1134, -0.0124, 0.0889, 0.1068, 0.1307, 0.1245, 0.0803, 0.0969, 0.0342, -0.4623, 0.0121, 0.0420, 0.1217, 0.1552, -0.0616, 0.0621, 0.0668, 0.0892, 0.0931, 0.0807, 0.0511, 0.0565, -0.4287, 0.1969, 0.0113, 0.1307, 0.0944, -0.0317, 0.1289, 0.0902, 0.0708, 0.1408, 0.1013, 0.1193, 0.0209, -0.5106, 0.0210, 0.0987, 0.0997, 0.0945, 0.0718, 0.0225, -0.5881, 0.1179, 0.0537, 0.1277, 0.0846, 0.0852, 0.0125, -0.5734, 0.0470, 0.0772, 0.0996, 0.0786, 0.1065, 0.0366, -0.5182, 0.0514, 0.1214, 0.1101, 0.0844, 0.1088, 0.0255, -0.5279, 0.0698, 0.1069, 0.0751, 0.1061, 0.0727, 0.0995, -0.3161, 0.2764, 0.2681, 0.1025, 0.0881, 0.1563, 0.0514, -0.4928, 0.0529, 0.0959, 0.1174, 0.0758, 0.0993]}